No. 1
55
Properties=species:S:1:pos:R:3:forces:R:3 method="wB97M-V/def2-TZVPD" s_squared=16.057 max_force_ev_per_a=3.19 mol_weight_g_mol=511.7 multiplicity=8 homo_energy_ev="-8.006 / -8.040" orbital_gap_ev="8.069 / 4.988"
O -0.366 0.431 -0.187 0.8 0.5 -0.7
C 0.760 0.310 -1.134 0.2 -0.4 -0.4
C 0.273 1.535 -1.926 0.1 -0.3 -0.2
H 0.640 -0.650 -1.668 0.2 0.8 0.3
H 1.758 0.391 -0.667 -0.6 0.0 0.0
C -0.997 1.448 -1.069 0.1 0.3 0.1
H 0.087 1.379 -2.989 0.1 0.1 0.4
H 0.846 2.464 -1.789 -0.2 -0.4 0.1
C -2.125 0.745 -1.786 -0.4 -0.2 -0.1
H -1.741 -0.202 -2.186 -0.1 0.2 0.0
H -2.516 1.358 -2.607 0.1 -0.1 0.1
H -2.962 0.489 -1.125 0.2 0.2 0.0
C -1.307 2.775 -0.408 0.0 0.4 0.1
H -0.380 3.322 -0.190 -0.2 -0.2 -0.1
H -1.860 2.729 0.530 -0.1 -0.2 -0.2
H -1.887 3.379 -1.122 0.1 -0.1 0.2
Gd 0.164 -0.201 2.003 0.2 1.3 0.6
C 1.157 1.759 3.590 0.4 0.1 -0.3
C 2.283 0.890 3.512 0.0 0.5 -0.4
C 2.796 0.935 2.180 -0.9 0.6 0.1
H 2.757 0.390 4.357 -0.4 -0.1 -0.4
C 1.980 1.848 1.427 -0.1 0.1 1.4
C 0.974 2.371 2.312 0.9 -0.5 -0.2
H 0.300 3.194 2.094 0.0 -0.3 0.0
H 0.598 2.013 4.493 0.2 -0.2 -0.3
H 3.719 0.479 1.832 -0.3 -0.1 0.1
H 2.181 2.204 0.423 -0.1 -0.1 0.1
C -1.785 -0.441 3.771 -0.3 -1.1 -0.1
C -1.984 0.752 3.024 -0.6 0.1 -0.9
C -2.489 0.369 1.728 0.0 -0.2 0.5
H -1.795 1.777 3.348 -0.3 -0.4 0.0
C -2.497 -1.044 1.655 -0.4 0.5 0.7
C -2.099 -1.550 2.928 -0.2 0.5 0.4
H -2.126 -2.605 3.226 0.3 0.6 -0.2
H -1.536 -0.488 4.832 0.2 0.0 -0.4
H -2.934 1.050 1.005 0.5 -0.3 0.1
H -2.834 -1.636 0.803 0.1 0.2 0.3
O 0.111 -1.485 -3.283 0.1 -0.7 -2.8
C -0.082 -0.594 -4.443 0.5 0.4 0.6
C 0.467 -1.213 -5.716 0.1 -0.3 0.4
H 0.545 0.295 -4.312 -0.3 -0.1 0.4
H -1.126 -0.280 -4.517 0.1 -0.2 0.2
C 1.408 -2.317 -5.197 -0.2 -0.1 0.0
H 1.062 -0.464 -6.238 -0.3 0.0 -0.2
H -0.329 -1.565 -6.367 0.1 -0.2 -0.1
C 1.213 -2.387 -3.675 -0.2 0.7 0.6
H 2.447 -2.054 -5.408 -0.1 -0.3 -0.1
H 1.156 -3.264 -5.673 0.2 0.0 0.1
H 2.097 -1.985 -3.157 0.0 -0.3 -0.1
H 1.032 -3.417 -3.325 -0.2 0.6 0.0
N 0.968 -1.923 3.211 0.4 -1.3 1.2
C 0.963 -2.462 4.270 0.1 0.6 -1.3
N 0.984 -3.183 5.290 -0.2 -0.4 0.4
C 0.993 -2.886 6.570 0.3 0.2 3.1
N 1.037 -2.784 7.751 -0.2 -0.1 -3.2

***

No. 2
8
Properties=species:S:1:pos:R:3:forces:R:3 method="wB97M-V/def2-TZVPD" max_force_ev_per_a=1.00 mol_weight_g_mol=60.1 multiplicity=1 homo_energy_ev=-10.403 orbital_gap_ev=11.105 smiles="O=CCO"
O 0.831 1.436 0.231 0.3 -0.4 -0.1
C 0.930 0.260 -0.045 -0.1 0.4 0.2
C -0.348 -0.580 -0.030 0.0 0.0 0.0
O -1.418 0.307 -0.214 -0.1 0.2 -0.2
H 1.917 -0.152 -0.328 -0.3 -0.2 0.2
H -0.538 -1.004 0.963 0.8 -0.6 0.0
H -0.313 -1.373 -0.793 -0.2 0.3 0.2
H -1.060 1.106 0.216 -0.5 0.2 -0.3